1.
ORCA calculation (ωB97M-V/def2-TZVPD) on C19H27NOS in the gas phase.

Last column: Löwdin charge in e.
Atoms and positions in Å:
1 C 5.2581 -4.4419 0.9115  -0.05
2 C 4.1102 -3.6364 0.3856  -0.28
3 C 4.3223 -2.4916 -0.3697  -0.04
4 C 3.2572 -1.7586 -0.8623  -0.05
5 C 1.9514 -2.1607 -0.6167  -0.33
6 C 0.7949 -1.3571 -1.1084  -0.41
7 S -0.0276 -0.4749 0.2734  0.89
8 C 1.3619 0.5887 0.8163  -0.44
9 C 0.9178 1.6214 1.8426  -0.16
10 C 0.2627 2.8750 1.2617  -0.51
11 O 0.4971 3.9804 1.7064  0.05
12 N -0.5710 2.6465 0.2317  0.06
13 C -1.3813 3.6707 -0.3798  -0.17
14 C -2.8743 3.4241 -0.1170  -0.13
15 C -3.2883 2.0418 -0.5613  -0.26
16 C -3.2983 1.6991 -1.8428  -0.06
17 C -3.6274 0.3289 -2.3496  -0.19
18 C -3.5894 -0.7038 -1.2277  -0.21
19 C -4.3493 -0.1677 -0.0211  -0.19
20 C -3.6345 1.0638 0.5270  -0.16
21 C 1.7347 -3.3056 0.1426  -0.05
22 C 2.7999 -4.0325 0.6342  -0.04
23 H 6.1839 -3.8732 0.8736  0.07
24 H 5.0741 -4.7491 1.9392  0.08
25 H 5.3862 -5.3437 0.3121  0.08
26 H 5.3318 -2.1641 -0.5729  0.11
27 H 3.4449 -0.8689 -1.4475  0.11
28 H 0.0120 -1.9884 -1.5285  0.08
29 H 1.0953 -0.6076 -1.8413  0.08
30 H 2.1127 -0.0780 1.2443  0.08
31 H 1.7730 1.0706 -0.0722  0.09
32 H 1.7836 1.9559 2.4176  0.12
33 H 0.2124 1.1660 2.5434  0.12
34 H -0.7756 1.6944 -0.0425  0.04
35 H -1.1922 3.6769 -1.4584  0.12
36 H -1.0688 4.6267 0.0456  0.12
37 H -3.4451 4.1836 -0.6549  0.12
38 H -3.0668 3.5432 0.9499  0.12
39 H -3.0662 2.4359 -2.6014  0.11
40 H -4.6247 0.3475 -2.8031  0.11
41 H -2.9237 0.0558 -3.1410  0.11
42 H -2.5540 -0.8928 -0.9359  0.07
43 H -4.0247 -1.6450 -1.5691  0.11
44 H -5.3630 0.1024 -0.3246  0.12
45 H -4.4195 -0.9311 0.7556  0.11
46 H -2.7159 0.7534 1.0365  0.10
47 H -4.2637 1.5594 1.2710  0.12
48 H 0.7213 -3.6168 0.3524  0.11
49 H 2.6158 -4.9201 1.2223  0.11

Forces on the atoms, in the same order (eV/Å):
-0.008 -0.058 -0.042
0.044 0.096 -0.020
0.053 -0.098 0.092
-0.200 -0.040 -0.053
0.165 -0.042 -0.083
-0.296 0.388 0.375
0.212 0.002 -0.005
-0.146 -0.487 -0.150
-0.024 0.147 -0.012
0.265 -0.424 0.142
0.079 0.337 0.241
-0.343 -0.122 -0.326
-0.154 0.336 0.085
0.314 0.061 -0.209
-0.001 0.139 0.192
-0.065 -0.072 -0.136
0.080 -0.180 0.072
-0.272 0.014 -0.115
0.257 -0.076 0.115
-0.253 -0.193 -0.137
0.058 0.018 -0.066
-0.030 0.038 -0.025
0.081 -0.010 0.029
0.057 -0.035 0.067
0.080 -0.070 0.014
0.114 0.017 0.000
-0.008 0.091 -0.059
0.018 0.030 -0.093
0.000 -0.119 -0.081
0.028 0.139 -0.046
0.087 0.018 0.029
-0.131 0.021 -0.039
0.029 0.022 0.086
0.143 -0.010 0.017
-0.042 0.074 0.080
-0.010 -0.077 -0.135
-0.051 0.038 0.051
-0.028 0.060 0.020
0.048 0.217 -0.034
0.023 -0.059 -0.080
-0.059 0.000 -0.041
0.033 -0.040 -0.028
0.057 -0.037 0.000
-0.080 -0.015 0.022
-0.086 -0.001 0.014
0.012 0.063 0.119
0.072 0.038 0.043
-0.105 -0.039 0.040
-0.017 -0.102 0.071

Orbital gap (Eh): 0.3485
ΔE to the lowest compared entry with this formula, charge and spin (kcal/mol): 4.1
LUMO (Ha): 0.0274
SMILES: Cc1ccc(CSCCC(=O)NCCC2=CCCCC2)cc1
Max |F| (eV/Å): 0.62

2.
ORCA calculation (ωB97M-V/def2-TZVPD) on C19H27NOS in the gas phase.

Last column: Löwdin charge in e.
Atoms and positions in Å:
1 C -4.7648 -0.4205 -0.4162  -0.05
2 C -3.6316 0.5180 -0.1365  -0.29
3 C -3.0062 1.2188 -1.1577  -0.05
4 C -1.9720 2.0975 -0.8872  -0.05
5 C -1.5308 2.2926 0.4151  -0.31
6 C -0.4050 3.2220 0.7214  -0.42
7 S 1.2159 2.3535 0.7927  0.90
8 C 1.5336 2.1059 -0.9953  -0.46
9 C 3.0307 2.1294 -1.2806  -0.17
10 C 3.8131 1.1615 -0.3947  -0.55
11 O 4.7123 1.5214 0.3316  0.06
12 N 3.4415 -0.1295 -0.5391  0.07
13 C 3.8379 -1.1579 0.3944  -0.17
14 C 2.6914 -1.4785 1.3591  -0.13
15 C 1.3921 -1.8376 0.6793  -0.25
16 C 1.3175 -2.4571 -0.4920  -0.07
17 C 0.0344 -2.7919 -1.1920  -0.19
18 C -1.1468 -2.0320 -0.5979  -0.20
19 C -1.0914 -2.1241 0.9212  -0.19
20 C 0.1587 -1.4141 1.4283  -0.15
21 C -2.1489 1.5821 1.4391  -0.05
22 C -3.1886 0.7157 1.1671  -0.06
23 H -5.6998 -0.0009 -0.0447  0.08
24 H -4.8693 -0.5995 -1.4833  0.08
25 H -4.6057 -1.3731 0.0863  0.08
26 H -3.3335 1.0813 -2.1787  0.11
27 H -1.5117 2.6434 -1.6992  0.11
28 H -0.5130 3.6581 1.7136  0.07
29 H -0.3116 4.0172 -0.0181  0.08
30 H 1.0721 1.1610 -1.2896  0.07
31 H 1.0411 2.9207 -1.5258  0.07
32 H 3.4255 3.1281 -1.0888  0.12
33 H 3.2042 1.8777 -2.3300  0.12
34 H 2.6170 -0.3466 -1.0785  0.11
35 H 4.6946 -0.7707 0.9488  0.12
36 H 4.1479 -2.0482 -0.1598  0.11
37 H 2.5177 -0.5985 1.9832  0.11
38 H 2.9989 -2.2963 2.0169  0.12
39 H 2.2128 -2.7826 -1.0047  0.11
40 H 0.1318 -2.5688 -2.2589  0.11
41 H -0.1409 -3.8705 -1.1093  0.11
42 H -2.0848 -2.4426 -0.9762  0.11
43 H -1.1008 -0.9808 -0.8915  0.10
44 H -1.9785 -1.6683 1.3625  0.09
45 H -1.0623 -3.1750 1.2176  0.12
46 H 0.2999 -1.6148 2.4934  0.12
47 H 0.0365 -0.3309 1.3209  0.08
48 H -1.8106 1.7179 2.4562  0.12
49 H -3.6707 0.1876 1.9777  0.12

Forces on the atoms, in the same order (eV/Å):
-0.028 0.036 0.034
0.029 0.017 -0.056
-0.068 -0.072 0.036
0.069 0.089 0.105
-0.131 0.020 -0.074
0.598 -0.334 -0.018
-0.022 0.354 -0.171
-0.224 -0.020 0.400
0.062 0.121 0.239
-0.099 0.201 -0.621
0.236 0.198 0.352
-0.194 -0.368 -0.130
0.015 -0.117 0.267
0.229 -0.013 -0.282
0.074 0.196 0.237
-0.056 -0.149 -0.171
-0.168 0.088 -0.016
0.018 -0.234 0.063
0.004 0.229 -0.031
-0.266 -0.238 -0.090
-0.016 0.054 -0.077
0.005 0.044 -0.039
-0.098 -0.045 -0.013
-0.045 -0.053 -0.059
-0.035 -0.106 0.000
-0.050 -0.034 -0.096
0.055 0.075 -0.063
-0.030 0.089 -0.046
-0.077 0.059 0.076
-0.023 0.058 -0.149
-0.011 -0.058 -0.075
0.020 -0.115 -0.022
0.013 -0.005 0.003
0.035 0.166 0.026
-0.043 -0.129 -0.100
0.045 0.050 0.086
0.012 -0.006 0.059
-0.024 0.030 0.116
0.253 0.024 0.013
-0.007 -0.073 0.008
-0.032 -0.018 -0.097
-0.042 0.052 -0.051
-0.023 0.070 -0.034
-0.019 -0.079 0.047
-0.044 -0.076 0.046
0.052 0.053 0.059
0.060 0.030 0.087
0.032 0.017 0.134
-0.043 -0.079 0.089

Orbital gap (Eh): 0.3391
ΔE to the lowest compared entry with this formula, charge and spin (kcal/mol): 3.0
LUMO (Ha): 0.0254
SMILES: Cc1ccc(CSCCC(=O)NCCC2=CCCCC2)cc1
Max |F| (eV/Å): 0.69